Entry 1:
{"formula": "C14H13N3O", "method": "ωB97M-V/def2-TZVPD", "elements": ["O", "C", "C", "C", "N", "C", "C", "N", "N", "C", "C", "C", "C", "C", "C", "C", "C", "C", "H", "H", "H", "H", "H", "H", "H", "H", "H", "H", "H", "H", "H"], "positions_angstrom": [[1.64, 2.40, -0.38], [1.29, 1.25, -0.15], [2.34, 0.19, -0.03], [3.55, 0.39, -0.69], [4.55, -0.47, -0.59], [4.36, -1.53, 0.18], [3.16, -1.74, 0.84], [2.15, -0.88, 0.74], [-0.01, 0.92, -0.02], [-0.99, 1.99, -0.11], [-2.16, 1.72, 0.82], [-2.82, 0.45, 0.36], [-4.19, 0.30, 0.23], [-4.72, -0.88, -0.26], [-3.88, -1.91, -0.63], [-2.51, -1.77, -0.51], [-1.97, -0.59, -0.01], [-0.49, -0.44, 0.20], [3.71, 1.27, -1.30], [5.19, -2.22, 0.26], [2.99, -2.60, 1.48], [-1.35, 2.08, -1.14], [-0.47, 2.92, 0.15], [-1.80, 1.60, 1.85], [-2.86, 2.55, 0.80], [-4.84, 1.12, 0.51], [-5.79, -0.99, -0.35], [-4.29, -2.84, -1.01], [-1.85, -2.57, -0.79], [0.04, -1.12, -0.46], [-0.26, -0.73, 1.23]], "fmax_ev_per_a": 0.67, "molar_mass_g_mol": 239.278, "total_charge": 0, "e_homo_ev": -9.06, "lumo_ev": 0.2}



Entry 2:
{"formula": "C14H13N3O2S3", "method": "ωB97M-V/def2-TZVPD", "elements": ["O", "C", "C", "C", "C", "C", "C", "C", "S", "N", "C", "S", "N", "N", "C", "O", "C", "C", "C", "C", "C", "S", "H", "H", "H", "H", "H", "H", "H", "H", "H", "H", "H", "H", "H"], "positions_angstrom": [[0.09, -0.05, -0.31], [0.46, 0.34, -1.41], [1.55, 1.31, -1.41], [2.47, 1.48, -0.38], [3.54, 2.49, -0.41], [4.19, 2.81, 0.76], [5.22, 3.81, 0.56], [5.29, 4.19, -0.78], [4.12, 3.41, -1.81], [-0.07, -0.03, -2.65], [-0.76, -1.20, -2.95], [-0.66, -1.76, -4.52], [-1.57, -1.94, -2.14], [-2.23, -1.43, -1.01], [-3.47, -1.90, -0.67], [-4.14, -2.60, -1.44], [-4.09, -1.57, 0.70], [-3.08, -1.93, 1.74], [-2.63, -0.98, 2.62], [-1.74, -1.58, 3.59], [-1.70, -2.96, 3.45], [-2.55, -3.60, 2.08], [1.64, 1.95, -2.29], [2.35, 0.85, 0.51], [3.91, 2.43, 1.72], [5.85, 4.23, 1.31], [6.01, 4.89, -1.16], [0.35, 0.38, -3.47], [-2.07, -2.71, -2.65], [-1.64, -1.01, -0.27], [-4.97, -2.19, 0.83], [-4.39, -0.52, 0.76], [-2.80, 0.09, 2.49], [-1.31, -1.06, 4.44], [-1.19, -3.62, 4.16]], "fmax_ev_per_a": 3.16, "molar_mass_g_mol": 351.478, "total_charge": 0, "e_homo_ev": -8.35, "lumo_ev": -0.8}



We obtain ΔE to the lowest compared entry with this formula, charge and spin values of 0.0; 0.0 kcal per mole for the records listed above, in that order.
We obtain calculated total energy values of -21247.004; -55798.327 eV for the records listed above, in that order.